(1)
Density functional theory data (ωB97M-V/def2-TZVPD) for 15 unconnected molecules or ions with the total composition H30O15 in a non-equilibrium geometry.

Last column: natural (NBO) charge in e.
Element x y z (Å)
O  -4.64527  -0.16899  1.83178  -1.0052
H  -4.41266  0.07978  2.72044  0.4680
H  -4.23816  0.39805  1.10164  0.4957
O  2.57156  0.64560  -3.37000  -0.9614
H  2.00028  0.08163  -3.90148  0.4931
H  3.12620  1.04380  -4.03919  0.4726
O  3.08885  0.38173  2.74885  -0.9749
H  3.45126  0.39943  1.84346  0.4755
H  2.15758  0.72441  2.70947  0.4944
O  -3.21443  -0.74055  -1.57549  -0.9355
H  -2.51025  -1.39059  -1.49140  0.4703
H  -4.02906  -1.04418  -1.18773  0.4809
O  0.60596  1.37282  2.40895  -0.9714
H  0.69152  2.26168  2.05074  0.4781
H  -0.27514  1.47047  2.86482  0.4931
O  -1.47668  -0.60287  0.75606  -0.9695
H  -2.02304  -0.85666  -0.01664  0.4556
H  -0.64100  -0.38585  0.27393  0.4897
O  4.10185  -0.78320  -1.31217  -0.9611
H  4.22163  -1.05986  -2.23088  0.4779
H  3.45061  -1.38101  -0.87808  0.4849
O  1.79785  2.06995  -1.05717  -0.9543
H  2.69638  2.26883  -1.34077  0.4778
H  1.43432  1.77054  -1.91197  0.4762
O  0.59950  -4.40537  -0.68669  -0.9380
H  0.54414  -3.86414  0.10411  0.4744
H  1.53870  -4.60089  -0.53299  0.4642
O  2.08483  -1.99536  1.94246  -1.0201
H  2.50790  -1.36563  2.61784  0.4922
H  1.39163  -1.43810  1.54962  0.4853
O  -1.24396  0.99974  -2.29609  -0.9370
H  -0.27049  1.18229  -2.44145  0.4578
H  -1.46732  1.45208  -1.47932  0.4791
O  -1.14890  2.12626  4.13406  -0.9218
H  -1.39727  1.43116  4.77869  0.4968
H  -1.63560  1.97844  3.32158  0.4692
O  1.38432  -0.08406  0.45290  -0.9835
H  1.97071  0.06047  -0.30782  0.4952
H  1.50442  0.71710  0.97154  0.4918
O  -0.30790  -0.96813  -4.11585  -0.9689
H  -0.85360  -0.60116  -4.80057  0.4832
H  -0.78091  -1.57351  -3.54218  0.4879
O  -4.00224  1.87823  0.40077  -0.9089
H  -4.41516  2.55309  0.94945  0.4749
H  -4.82384  1.69326  -0.08038  0.4756

Calculated values
**HOMO level**: -9.53 eV
**Kohn-Sham gap**: 9.37 eV
**F_max**: 2.5 eV/A
**Calculated total energy**: -1146.50774 Ha
**LUMO**: -0.006 Ha
**Relative energy (zero: lowest compared OMol25 entry of this formula, charge and spin)**: 347.4 kJ/mol



(2)
Density functional theory data (ωB97M-V/def2-TZVPD) for a single C3H4O2 molecule in a non-equilibrium geometry.

Last column: natural (NBO) charge in e.
Element x y z (Å)
C  -0.28116  0.48341  0.89759  0.0177
C  -0.87873  0.24292  -0.42554  0.0106
C  0.13528  -0.69311  0.14875  0.0605
O  0.09490  1.34110  -0.23248  -0.4917
O  1.59508  -0.70333  -0.70477  -0.7505
H  -0.43318  0.58175  1.98432  0.2410
H  -1.68357  0.25342  -1.10033  0.2345
H  -0.21743  -1.70149  0.43998  0.2062
H  1.66881  0.19533  -1.00751  0.4716

Calculated values
**HOMO level**: -9.78 eV
**Kohn-Sham gap**: 10.77 eV
**F_max**: 4.6 eV/A
**SMILES string**: O[C@H]1[C@H]2O[C@@H]12
**Calculated total energy**: -267.01080 Ha
**LUMO**: 0.036 Ha
**Relative energy (zero: lowest compared OMol25 entry of this formula, charge and spin)**: 477.8 kJ/mol



(3)
Density functional theory data (ωB97M-V/def2-TZVPD) for a gas-phase ion, FH3O3P (charge +1) in a non-equilibrium geometry.

Last column: natural (NBO) charge in e.
Element x y z (Å)
O  0.73829  0.78558  -1.09344  -0.9102
O  -0.33345  0.99752  1.08455  -0.9343
O  0.30796  -1.33609  0.37468  -1.0060
F  -1.82519  -0.07926  -0.84614  -0.5401
P  -0.07921  0.06806  -0.07387  2.6260
H  1.12667  0.10259  -1.65332  0.5574
H  -0.07434  1.91602  0.86405  0.5630
H  -0.25878  -2.13889  0.83614  0.6441

Calculated values
**HOMO level**: -18.63 eV
**Kohn-Sham gap**: 13.44 eV
**Total charge**: +1
**F_max**: 8.5 eV/A
**Calculated total energy**: -668.50709 Ha
**LUMO**: -0.191 Ha
**Relative energy (zero: lowest compared OMol25 entry of this formula, charge and spin)**: 228.1 kJ/mol



(4)
Density functional theory data (ωB97M-V/def2-TZVPD) for a molecular structure, C19H17N3OPd.

Last column: natural (NBO) charge in e.
Element x y z (Å)
Pd  0.00234  -0.70745  0.16566  0.7506
O  2.94930  -2.14836  -2.25379  -0.6669
C  1.98967  -1.59974  -1.71453  0.6058
N  1.83961  -1.20407  -0.46349  -0.6544
C  2.83829  -1.47897  0.52876  -0.2679
C  2.27013  -1.18177  1.89419  0.2621
C  3.07146  -1.29087  3.02765  -0.2424
C  2.54633  -1.01332  4.27134  -0.1431
C  1.21972  -0.62470  4.37084  -0.2608
C  0.47697  -0.53658  3.21107  0.0633
N  0.98120  -0.80851  2.00384  -0.4550
C  0.69926  -1.37020  -2.51098  0.1519
C  0.66608  -1.61347  -3.86721  -0.2168
C  -0.51782  -1.39434  -4.55752  -0.1479
C  -1.62568  -0.94194  -3.86555  -0.2533
C  -1.51928  -0.72553  -2.50019  0.0671
N  -0.38427  -0.93783  -1.84066  -0.4265
H  3.75016  -0.88622  0.39109  0.2156
H  3.15869  -2.52816  0.49609  0.2212
H  4.10382  -1.59216  2.90840  0.2279
H  3.16362  -1.09630  5.15685  0.2239
H  0.76110  -0.39125  5.32071  0.2301
H  -0.56000  -0.23594  3.23569  0.2159
H  1.57366  -1.96804  -4.33546  0.2555
H  -0.57259  -1.57396  -5.62368  0.2221
H  -2.56776  -0.75440  -4.36115  0.2270
H  -2.35245  -0.36785  -1.91352  0.2185
C  -1.89304  -0.12147  0.79595  -0.6845
C  -1.95289  1.32727  0.43810  -0.0471
C  -2.88368  1.83183  -0.47028  -0.2384
C  -2.86893  3.16083  -0.87700  -0.2039
C  -1.92974  4.03966  -0.36158  -0.2404
C  -1.01506  3.56729  0.57445  -0.2223
C  -1.02652  2.23890  0.96157  -0.1712
H  -2.70355  -0.68790  0.33415  0.1890
H  -1.95112  -0.27146  1.87483  0.1823
H  -3.65245  1.16830  -0.85457  0.1970
H  -3.60495  3.51051  -1.59091  0.2078
H  -1.91330  5.07549  -0.67415  0.2102
H  -0.27845  4.23948  0.99797  0.2076
H  -0.28791  1.89319  1.67700  0.1904

Calculated values
**HOMO level**: -7.62 eV
**Kohn-Sham gap**: 7.79 eV
**F_max**: 0.6 eV/A
**Calculated total energy**: -1101.64122 Ha
**LUMO**: 0.006 Ha
**Relative energy (zero: lowest compared OMol25 entry of this formula, charge and spin)**: 0.0 kJ/mol



(5)
Density functional theory data (ωB97M-V/def2-TZVPD) for a molecular structure, C4H4Br2ClNOS in a non-equilibrium geometry.

Last column: natural (NBO) charge in e.
Element x y z (Å)
C  -0.77763  1.00114  -1.20646  -0.4112
C  -0.77215  2.34374  -1.13765  -0.2500
C  0.96473  -0.93408  0.52069  0.5930
C  -0.50923  -1.35818  0.30909  -0.3186
N  1.44883  -0.78932  1.75251  -0.7952
O  1.58191  -0.62981  -0.47672  -0.5816
S  -1.66169  0.11984  -0.00661  0.3266
Cl  -0.60521  -2.49924  -1.11492  0.0083
Br  -0.22003  3.43164  -2.63061  0.0293
Br  -1.32333  -2.22719  1.83674  0.0846
H  -0.32125  0.33114  -1.85894  0.2540
H  -1.25290  3.05036  -0.42889  0.2387
H  1.01611  -1.21807  2.56268  0.4082
H  2.43183  -0.62198  1.87910  0.4139

Calculated values
**HOMO level**: -8.93 eV
**Kohn-Sham gap**: 9.17 eV
**F_max**: 2.6 eV/A
**Calculated total energy**: -6291.20051 Ha
**LUMO**: 0.009 Ha
**Relative energy (zero: lowest compared OMol25 entry of this formula, charge and spin)**: 0.0 kJ/mol



(6)
Density functional theory data (ωB97M-V/def2-TZVPD) for a molecular structure, C12H8ClN2S2TeTl.

Last column: natural (NBO) charge in e.
Element x y z (Å)
Tl  -1.13425  2.64896  -3.29629  0.7040
S  -0.37194  5.44299  -2.84382  -0.1661
C  0.93955  5.50107  -1.78528  -0.1626
C  1.25752  6.81751  -1.30892  0.2221
N  1.44069  7.87999  -0.91106  -0.2312
C  1.68322  4.44452  -1.27065  -0.4690
S  1.25571  2.79798  -1.51227  0.3543
C  2.81692  4.66651  -0.44287  0.2396
N  3.75727  4.80765  0.20653  -0.2823
C  -0.33680  -2.80721  -1.35323  -0.6443
Te  -0.40368  -0.65731  -1.57150  0.3719
C  -0.65146  -0.64730  0.57103  -0.6165
C  -0.68349  -2.07872  1.02531  -0.0864
C  -0.87986  -2.37794  2.37188  -0.1867
C  -0.94137  -3.69211  2.79968  -0.2076
C  -0.78874  -4.72344  1.88189  -0.2053
C  -0.58205  -4.43186  0.54557  -0.2263
C  -0.53552  -3.11046  0.10582  0.0428
H  0.62929  -3.17306  -1.69844  0.2305
H  -1.10750  -3.27950  -1.96004  0.2301
H  -1.57703  -0.13864  0.83368  0.2308
H  0.17598  -0.10398  1.02360  0.2357
H  -0.99432  -1.56887  3.08380  0.2127
H  -1.11319  -3.91426  3.84470  0.2170
H  -0.83787  -5.75393  2.20885  0.2165
H  -0.45053  -5.23414  -0.17127  0.2114
Cl  -0.56656  2.68555  -0.37672  -0.2351

Calculated values
**HOMO level**: -8.49 eV
**Kohn-Sham gap**: 6.55 eV
**F_max**: 0.7 eV/A
**Calculated total energy**: -2268.61599 Ha
**LUMO**: -0.071 Ha
**Relative energy (zero: lowest compared OMol25 entry of this formula, charge and spin)**: 0.0 kJ/mol